No. 1
{
  "formula": "C51H47N4O3P2ReS",
  "method": "ωB97M-V/def2-TZVPD",
  "species": ["Re", "C", "O", "C", "O", "N", "N", "H", "H", "H", "H", "H", "H", "O", "C", "C", "C", "C", "C", "C", "P", "C", "C", "C", "C", "C", "C", "C", "C", "C", "C", "C", "C", "C", "C", "C", "C", "C", "C", "P", "C", "C", "C", "C", "C", "C", "C", "C", "C", "C", "C", "C", "H", "H", "H", "H", "H", "H", "H", "H", "H", "H", "H", "H", "H", "H", "H", "H", "H", "H", "H", "H", "H", "H", "H", "H", "H", "H", "H", "H", "C", "C", "C", "C", "C", "C", "N", "H", "H", "H", "H", "H", "H", "H", "H", "S", "C", "N", "C", "C", "C", "C", "C", "C", "H", "H", "H", "H", "H"],
  "coordinates": [[-0.832243, -0.076169, -0.134613], [3.650983, -1.526467, -2.081443], [2.349167, -1.864236, -2.629466], [1.298052, -1.528867, -1.938559], [1.310579, -0.950793, -0.843048], [0.151882, -1.894366, -2.542625], [-1.044806, -1.669189, -1.855213], [4.345405, -1.636783, -2.905040], [3.891013, -2.224050, -1.282317], [3.647134, -0.504244, -1.714249], [0.158317, -2.394455, -3.419630], [-1.417285, -2.549421, -1.500550], [-1.734377, -1.297035, -2.507799], [-1.185376, 3.702110, -0.176635], [-1.031622, 4.120017, 1.135329], [-0.855272, 5.457571, 1.430058], [-0.840712, 5.865762, 2.756485], [-1.014783, 4.933795, 3.768530], [-1.107649, 3.585563, 3.458064], [-1.086476, 3.145120, 2.130989], [-0.591239, 1.393578, 1.805620], [1.214896, 1.633288, 2.024728], [2.011437, 1.664352, 0.881403], [3.340924, 2.065166, 0.942122], [3.896392, 2.423967, 2.158920], [3.113706, 2.401732, 3.309422], [1.779416, 2.032770, 3.241964], [-1.287450, 0.587770, 3.284334], [-0.543412, 0.027630, 4.318446], [-1.179991, -0.454276, 5.460105], [-2.559940, -0.384202, 5.571183], [-3.314055, 0.162742, 4.535419], [-2.681879, 0.647678, 3.403701], [-2.453359, 3.889373, -0.697664], [-3.223536, 5.015334, -0.468664], [-4.458706, 5.126436, -1.092830], [-4.934915, 4.127516, -1.927489], [-4.177719, 2.985291, -2.115418], [-2.935198, 2.848868, -1.491491], [-1.913715, 1.386226, -1.762108], [-0.761944, 1.869699, -3.074745], [-1.250419, 2.570828, -4.181892], [-0.389093, 2.958689, -5.195542], [0.967950, 2.671216, -5.107648], [1.466974, 2.006008, -3.996832], [0.603336, 1.607568, -2.985634], [-3.136061, 0.250085, -2.494622], [-3.205603, -0.041897, -3.855323], [-4.188647, -0.906400, -4.333249], [-5.102876, -1.474491, -3.459482], [-5.039471, -1.189238, -2.097528], [-4.060065, -0.333202, -1.616798], [-0.738614, 6.173736, 0.626198], [-0.712482, 6.914476, 2.993697], [-1.051781, 5.251056, 4.802454], [-1.176274, 2.873032, 4.269684], [1.588860, 1.416634, -0.080033], [3.938075, 2.111422, 0.038456], [4.928477, 2.747784, 2.212074], [3.538067, 2.704663, 4.258564], [1.178199, 2.080170, 4.140161], [0.536717, -0.012405, 4.262315], [-0.592179, -0.866531, 6.271913], [-3.050513, -0.736819, 6.470411], [-4.391219, 0.229677, 4.624988], [-3.273902, 1.108506, 2.617455], [-2.887461, 5.810779, 0.178843], [-5.052507, 6.015136, -0.920180], [-5.894796, 4.230891, -2.415829], [-4.571185, 2.187257, -2.730296], [-2.300433, 2.835011, -4.245747], [-0.773887, 3.501736, -6.049200], [1.637762, 2.986791, -5.897298], [2.530227, 1.816654, -3.913055], [1.006245, 1.132152, -2.102462], [-2.498023, 0.400171, -4.546376], [-4.244040, -1.122597, -5.393183], [-5.873507, -2.134546, -3.837583], [-5.765871, -1.620893, -1.420170], [-4.038888, -0.080275, -0.560749], [-2.491930, -2.274839, 2.049019], [-1.064059, -2.610422, 2.304604], [-0.728846, -3.130077, 3.637598], [0.526295, -3.326283, 4.002651], [1.610377, -3.192883, 3.006907], [3.427542, -1.731801, 1.788461], [-0.239159, -2.412584, 1.330936], [-2.882502, -1.622745, 2.832208], [-3.061315, -3.209061, 2.088470], [-2.637293, -1.815690, 1.070373], [-1.546079, -3.285519, 4.330167], [0.793097, -3.679366, 4.992528], [3.985625, -2.653002, 1.637875], [3.947232, -1.131614, 2.538039], [3.388210, -1.161688, 0.861847], [2.712693, -4.602190, 3.004138], [2.042544, -1.959019, 2.295205], [1.109579, -2.907608, 1.581502], [1.595596, -3.948834, 0.674329], [1.115281, -4.168618, -0.599661], [1.656663, -5.213485, -1.333840], [2.644777, -6.024425, -0.779679], [3.058230, -5.844011, 0.532319], [2.496385, -4.813314, 1.271708], [1.488201, -1.059665, 2.535959], [0.321449, -3.551770, -0.995741], [1.302000, -5.404112, -2.338509], [3.065360, -6.835368, -1.359458], [3.776010, -6.518640, 0.984716]],
  "forces_ev_per_a": [[0.25, -0.35, -0.65], [-0.03, -0.03, -0.03], [0.12, 0.08, 0.00], [0.12, 0.05, -0.02], [-0.17, 0.15, 0.15], [0.00, 0.13, -0.08], [-0.15, 0.09, 0.25], [0.00, -0.03, -0.03], [-0.01, -0.02, 0.00], [-0.01, 0.04, 0.01], [-0.01, 0.02, -0.03], [0.00, -0.07, 0.03], [-0.07, 0.02, -0.08], [0.18, 0.04, -0.17], [-0.10, -0.23, 0.00], [0.07, 0.08, 0.07], [0.01, 0.02, -0.02], [-0.03, -0.03, 0.00], [0.05, -0.03, 0.02], [0.12, -0.05, 0.02], [0.13, 0.44, 0.05], [-0.04, 0.06, 0.07], [0.05, 0.00, 0.04], [-0.01, -0.09, -0.01], [0.02, 0.02, 0.05], [-0.02, 0.00, 0.01], [0.02, -0.10, 0.02], [-0.05, 0.09, 0.05], [-0.08, -0.03, -0.02], [-0.02, 0.02, -0.04], [-0.02, 0.00, 0.04], [-0.01, 0.06, 0.06], [0.05, 0.18, 0.02], [-0.06, -0.24, 0.02], [-0.13, 0.09, -0.09], [-0.01, 0.08, 0.05], [0.01, -0.01, -0.01], [-0.06, -0.04, 0.07], [0.04, 0.03, 0.17], [0.05, 0.08, 0.22], [0.06, 0.03, -0.03], [-0.01, 0.03, 0.05], [-0.01, 0.01, 0.00], [0.01, 0.00, 0.00], [-0.02, 0.00, -0.01], [-0.06, 0.06, -0.04], [-0.12, 0.03, -0.04], [0.06, -0.10, -0.02], [0.02, 0.00, 0.00], [-0.03, -0.03, 0.01], [0.04, 0.02, -0.01], [-0.03, -0.04, -0.09], [-0.01, -0.05, 0.01], [-0.01, -0.04, 0.00], [0.01, -0.02, -0.03], [0.00, -0.02, -0.01], [-0.08, -0.02, -0.14], [-0.05, 0.00, 0.04], [-0.04, -0.02, 0.01], [-0.02, -0.01, -0.03], [0.00, 0.04, -0.01], [0.00, 0.01, 0.01], [-0.01, 0.02, -0.03], [0.02, 0.01, -0.04], [0.03, 0.00, 0.00], [0.02, 0.00, 0.03], [0.01, -0.05, -0.05], [0.01, -0.03, -0.01], [0.03, -0.01, 0.02], [0.02, 0.04, -0.03], [0.04, -0.02, 0.01], [0.01, -0.02, 0.02], [-0.02, -0.01, 0.02], [-0.04, 0.00, 0.00], [0.04, -0.09, 0.06], [-0.05, -0.01, 0.01], [0.00, 0.01, 0.04], [0.03, 0.02, 0.02], [0.03, 0.02, -0.02], [-0.01, 0.02, 0.02], [0.01, -0.17, 0.17], [-0.22, 0.11, 0.01], [-0.28, -0.01, -0.17], [0.29, 0.03, 0.05], [0.01, 0.08, -0.16], [0.01, 0.04, 0.01], [0.39, -0.24, 0.11], [0.06, -0.15, -0.11], [0.00, 0.00, -0.03], [-0.02, 0.04, -0.04], [0.02, -0.01, -0.08], [0.02, 0.03, -0.04], [-0.01, 0.02, 0.02], [0.03, -0.01, -0.04], [-0.02, 0.05, 0.02], [0.04, -0.09, -0.06], [-0.08, -0.05, -0.01], [-0.30, -0.02, 0.02], [-0.16, 0.17, 0.26], [-0.04, 0.09, 0.00], [0.04, -0.01, 0.01], [-0.03, 0.02, 0.00], [0.06, -0.06, -0.06], [0.04, -0.06, 0.06], [-0.07, 0.05, 0.00], [0.18, -0.22, 0.14], [0.02, -0.02, 0.03], [-0.02, 0.02, 0.00], [-0.05, 0.04, -0.04]],
  "homo_ev": [-15.4, -15.4],
  "lumo_ev": [-8.260, -8.255],
  "s2": 3.77,
  "charge": 3,
  "largest_force_ev_per_a": 0.783,
  "spin_multiplicity": 4,
  "gap_ev": [7.2, 7.2]
}

---

No. 2
{
  "formula": "C51H48IrN8O4S",
  "method": "ωB97M-V/def2-TZVPD",
  "species": ["Ir", "C", "O", "C", "C", "C", "C", "C", "C", "N", "C", "N", "C", "C", "C", "C", "C", "C", "O", "C", "N", "C", "C", "C", "C", "C", "C", "O", "C", "H", "H", "H", "H", "H", "H", "H", "H", "H", "H", "H", "H", "H", "H", "H", "H", "H", "H", "H", "H", "H", "H", "C", "C", "C", "C", "N", "C", "C", "C", "C", "C", "C", "N", "H", "H", "H", "H", "H", "H", "H", "H", "C", "C", "C", "C", "C", "N", "C", "O", "N", "C", "C", "C", "C", "N", "C", "C", "C", "H", "H", "H", "H", "H", "H", "H", "H", "H", "H", "H", "H", "H", "S", "C", "C", "C", "C", "C", "C", "H", "H", "H", "H", "H"],
  "coordinates": [[0.756350, 0.129507, -1.128606], [-4.442756, 1.884831, -1.728019], [-4.245689, 2.217362, -0.365274], [-4.975340, 1.449467, 0.526628], [-6.196635, 1.934533, 0.977025], [-6.956597, 1.218298, 1.883348], [-6.514687, -0.023075, 2.318465], [-5.306805, -0.520256, 1.866708], [-4.500106, 0.214585, 0.994201], [-3.299586, -0.386528, 0.569697], [-2.071068, 0.121920, 0.279671], [-1.880209, 1.422336, 0.566752], [-0.796272, 2.266811, 0.481639], [0.433376, 1.970279, -0.126865], [1.402585, 2.968408, -0.079152], [1.183127, 4.193488, 0.528587], [-0.038364, 4.491702, 1.109749], [-1.043650, 3.544388, 1.084191], [-2.280849, 3.710509, 1.604742], [-2.640231, 4.977562, 2.122669], [-1.100620, -0.670132, -0.129102], [-1.383089, -2.033345, -0.334802], [-0.700947, -2.987561, 0.416868], [-0.896969, -4.339891, 0.225036], [-1.813582, -4.768215, -0.721416], [-2.512725, -3.843336, -1.480329], [-2.309966, -2.476123, -1.313479], [-2.924245, -1.506402, -2.042151], [-3.740777, -1.899910, -3.126528], [-3.872300, 2.614531, -2.298356], [-5.500363, 1.942749, -1.996841], [-4.064816, 0.882150, -1.943093], [-6.550886, 2.878165, 0.587794], [-7.894360, 1.621102, 2.234365], [-7.112806, -0.606257, 3.003658], [-4.972306, -1.494956, 2.194378], [-3.340005, -1.398824, 0.580924], [-2.709199, 1.923759, 0.885142], [2.363816, 2.822492, -0.544299], [1.969671, 4.931122, 0.541798], [-0.190729, 5.453742, 1.569930], [-3.692264, 4.900183, 2.386871], [-2.511140, 5.763054, 1.372719], [-2.056233, 5.217443, 3.016086], [-0.008539, -2.648264, 1.167237], [-0.341432, -5.048964, 0.815744], [-1.990318, -5.821171, -0.877275], [-3.215651, -4.199975, -2.214588], [-4.041999, -0.977542, -3.617134], [-4.631416, -2.431318, -2.781734], [-3.196479, -2.528773, -3.835733], [1.686742, -4.146416, -2.727311], [3.075139, -4.078518, -2.825278], [3.686006, -2.862091, -2.620606], [2.918066, -1.752790, -2.243173], [1.591089, -1.874270, -1.988557], [1.004291, -3.027082, -2.292464], [3.434544, -0.404245, -2.252824], [4.799947, -0.102868, -2.277562], [5.219720, 1.194469, -2.461237], [4.246412, 2.184606, -2.650919], [2.918457, 1.839403, -2.600922], [2.487234, 0.585039, -2.360949], [1.152184, -5.048330, -2.971884], [3.655218, -4.945343, -3.097914], [4.745627, -2.749950, -2.777347], [-0.068155, -3.059928, -2.199878], [5.522389, -0.892740, -2.154772], [6.268106, 1.441218, -2.504752], [4.534860, 3.204495, -2.847004], [2.147250, 2.571966, -2.802512], [2.452666, 1.911155, 7.079394], [2.204413, 0.679750, 6.279730], [0.948401, 0.071310, 6.238548], [0.731742, -1.058059, 5.480940], [1.770261, -1.633731, 4.734131], [1.462186, -2.768407, 3.991580], [2.186004, -3.595526, 3.159621], [1.801593, -4.717324, 2.935382], [3.360481, -3.095663, 2.601040], [3.513820, -1.891959, 1.924708], [4.789437, -1.380415, 1.659956], [4.894809, -0.164630, 1.013125], [3.740491, 0.471894, 0.581285], [2.528367, -0.040845, 0.760952], [2.419854, -1.164289, 1.454958], [3.040419, -1.055758, 4.808387], [3.238741, 0.085752, 5.554656], [1.673079, 2.066492, 7.819512], [2.482437, 2.785654, 6.426586], [3.416954, 1.856624, 7.581061], [0.139455, 0.491217, 6.816651], [-0.246732, -1.516129, 5.473162], [0.603512, -3.223539, 4.287967], [4.021495, -3.823101, 2.351592], [5.672088, -1.916891, 1.976463], [5.859472, 0.286735, 0.838624], [3.792663, 1.424957, 0.079664], [1.413637, -1.494547, 1.652519], [3.883425, -1.515207, 4.324105], [4.224663, 0.522383, 5.593966], [-1.225532, 0.848995, -2.893383], [-0.909463, 1.205450, -4.551865], [-1.995053, 1.598750, -5.354133], [-1.787315, 1.922071, -6.677324], [-0.507066, 1.863548, -7.220564], [0.567673, 1.467238, -6.430861], [0.373325, 1.129931, -5.108888], [-2.983942, 1.650727, -4.921253], [-2.622669, 2.223743, -7.290346], [-0.352824, 2.124260, -8.256585], [1.558003, 1.424702, -6.856131], [1.195985, 0.810399, -4.488913]],
  "forces_ev_per_a": [[-1.29, 0.62, 0.24], [-0.06, -0.09, -0.18], [-0.34, -0.05, 0.38], [-0.02, -0.13, -0.10], [0.07, -0.03, 0.04], [0.03, -0.02, -0.04], [0.02, 0.00, -0.09], [0.08, 0.14, 0.01], [-0.40, 0.54, 0.07], [0.31, -0.54, -0.25], [-0.09, 0.84, 0.91], [-1.30, -0.83, -0.03], [1.11, 0.78, -0.03], [-0.95, -0.66, -0.73], [0.19, 0.20, -0.05], [0.05, -0.28, -0.10], [-0.18, -0.03, 0.01], [0.60, -0.57, -0.31], [0.04, -0.38, -0.12], [-0.08, 0.28, 0.13], [1.76, 1.14, -0.76], [-0.16, -0.70, -0.22], [-0.28, 0.26, -0.16], [-0.06, -0.27, -0.05], [0.16, 0.13, 0.10], [-0.17, 0.14, -0.22], [0.48, 0.15, 0.26], [0.31, -0.12, 0.26], [-0.25, -0.13, -0.19], [-0.04, 0.01, -0.06], [0.01, 0.03, 0.01], [-0.03, -0.05, 0.00], [0.07, 0.10, 0.00], [-0.07, 0.00, 0.01], [0.00, -0.02, 0.02], [0.09, -0.06, 0.07], [0.10, 0.20, -0.09], [0.27, -0.27, -0.13], [0.08, -0.07, 0.06], [0.10, 0.08, 0.00], [-0.07, 0.08, 0.05], [0.07, 0.03, 0.01], [0.01, -0.07, 0.03], [-0.03, -0.02, -0.08], [0.06, 0.04, 0.12], [0.08, -0.11, 0.13], [-0.02, -0.09, 0.00], [-0.12, 0.00, -0.10], [-0.03, -0.03, -0.03], [0.02, 0.03, -0.01], [0.02, 0.03, 0.02], [0.77, 0.03, 0.05], [-0.73, -0.19, -0.03], [-0.09, 0.87, 0.32], [-0.67, -1.58, 0.19], [0.29, 0.80, -0.45], [-0.37, -0.10, 0.11], [0.23, 1.70, -0.32], [-0.45, -0.35, -0.25], [-0.71, 0.52, -0.20], [0.73, -0.35, -0.16], [-0.49, -0.25, -0.20], [0.91, -0.18, 1.35], [-0.11, -0.10, 0.03], [0.06, -0.08, -0.09], [0.11, -0.02, -0.06], [-0.12, 0.01, 0.13], [0.04, -0.10, 0.01], [0.13, 0.02, 0.08], [-0.05, 0.12, -0.04], [-0.05, 0.01, 0.30], [0.09, 0.28, -0.01], [-0.01, -0.46, -0.26], [0.47, 0.26, 0.04], [0.32, -0.30, -0.44], [0.33, 1.12, 0.67], [-0.40, -0.93, -0.57], [-0.60, 0.44, 0.55], [0.08, -0.48, -0.25], [0.58, -0.11, -0.10], [0.05, 0.39, -0.12], [-0.34, -0.05, -0.02], [-0.31, -0.01, 0.11], [0.26, 0.37, -0.04], [-0.82, -0.30, -1.24], [-0.19, -0.51, 0.29], [-0.30, -0.34, -0.13], [-0.42, 0.28, 0.33], [-0.01, 0.05, 0.09], [-0.04, 0.07, 0.04], [0.00, 0.02, 0.11], [-0.12, 0.02, 0.06], [-0.14, -0.07, -0.04], [0.26, -0.02, -0.20], [-0.26, 0.04, 0.05], [0.06, -0.06, 0.09], [0.04, 0.06, -0.01], [0.00, 0.05, -0.14], [-0.03, -0.13, -0.03], [0.07, -0.03, -0.02], [0.17, 0.04, 0.04], [1.30, -0.40, 0.84], [0.26, -0.28, 0.90], [-0.20, 0.10, -0.07], [-0.13, -0.01, 0.06], [-0.11, -0.01, 0.08], [0.15, -0.05, 0.12], [0.29, 0.01, -0.26], [-0.06, 0.02, 0.02], [-0.05, 0.03, -0.05], [0.03, 0.02, -0.07], [0.10, -0.03, -0.05], [0.05, -0.05, 0.02]],
  "homo_ev": [-11.9, -11.9],
  "lumo_ev": [-6.079, -7.416],
  "s2": 0.78,
  "charge": 2,
  "largest_force_ev_per_a": 2.225,
  "spin_multiplicity": 2,
  "gap_ev": [5.8, 4.4]
}